No. 1
The following is a DFT calculation (ωB97M-V/def2-TZVPD) of a structure of composition C26H38BGeN10SV.

Atoms and positions in Å:
C  7.633  9.477  10.045
C  7.218  10.397  9.112
H  9.625  15.713  5.239
H  8.693  19.024  6.910
H  10.555  8.803  11.566
H  9.311  9.182  12.808
H  6.521  17.235  8.254
H  13.002  18.880  7.426
H  7.020  8.648  10.330
N  11.021  16.390  8.202
C  13.639  12.159  9.254
C  11.092  16.237  6.790
S  10.149  13.038  8.929
H  12.169  17.304  5.244
N  13.762  18.490  9.888
H  9.078  7.774  11.703
C  15.052  18.894  10.130
H  10.112  14.559  14.085
C  15.010  15.582  9.639
H  11.003  14.614  5.392
C  13.917  13.619  9.446
H  11.408  17.118  14.364
H  6.205  18.210  9.696
C  11.939  17.213  6.329
C  10.304  15.245  5.996
N  13.011  14.628  9.334
C  10.870  15.785  12.598
C  9.454  8.807  11.779
H  10.364  13.703  12.518
C  13.243  22.047  9.652
N  11.261  15.797  11.363
C  9.730  16.420  8.909
C  8.834  9.746  10.763
N  12.109  16.936  11.123
H  12.893  18.380  12.450
H  12.213  21.926  9.288
H  13.852  22.739  9.019
C  12.388  17.949  7.455
H  6.143  9.984  7.358
C  9.033  18.778  11.056
H  14.382  11.576  9.830
H  9.930  19.761  7.976
H  9.071  15.752  8.296
N  11.925  17.446  8.613
C  9.128  11.725  9.588
C  15.193  14.216  9.697
C  6.852  17.445  9.275
N  12.970  19.634  9.667
H  7.811  12.136  8.059
V  10.994  14.944  9.614
C  13.790  20.667  9.775
H  9.659  14.616  6.620
H  16.114  13.647  9.915
H  8.972  14.822  12.747
H  6.828  16.575  9.903
H  8.923  17.974  11.789
H  16.023  20.869  10.159
N  13.672  15.863  9.456
H  5.221  9.617  8.910
H  13.186  22.537  10.662
H  15.750  16.362  9.610
C  15.134  20.246  10.012
C  5.932  10.284  8.401
C  10.033  14.641  12.994
C  8.917  19.382  7.905
H  12.640  11.894  9.616
Ge  8.750  18.031  9.283
N  9.484  10.933  10.558
H  13.718  11.892  8.199
N  7.966  11.532  8.877
H  15.856  18.175  10.292
C  12.310  17.490  12.349
H  10.039  19.198  11.117
H  8.267  19.548  11.280
C  11.516  16.843  13.295
B  12.950  17.171  9.800
H  8.237  20.251  8.140
H  5.407  11.250  8.394

Calculated values
Net charge   +3
HOMO energy (alpha / beta)   -16.07 / -16.07 eV
Spin multiplicity   2
LUMO level (alpha / beta)   -10.44 / -9.85 eV
Kohn-Sham gap (alpha / beta)   0.2068 / 0.2288 Eh
Energy above the lowest of the compared OMol25 structures with the same formula, charge and spin   0.0 kJ/mol


No. 2
The following is a DFT calculation (ωB97M-V/def2-TZVPD) of a cluster of 3 separate species, C6H18O6 in total.

Atoms and positions in Å:
H  -1.008  -2.242  2.872
O  -0.807  -2.498  3.783
C  -0.216  -2.366  0.251
C  0.731  2.697  -4.140
H  0.556  -0.327  -0.089
H  0.682  1.814  -4.788
O  0.326  1.724  -1.924
H  1.115  -1.874  4.064
H  2.677  2.873  -4.321
C  -0.203  2.576  -2.945
H  1.123  -1.573  -1.227
O  -0.091  0.162  2.515
H  -0.032  -1.601  5.405
H  -0.684  -0.405  2.002
H  0.268  3.459  -4.793
H  -0.401  3.562  -2.514
C  -0.289  -0.127  3.884
H  1.258  1.584  -2.140
H  0.186  0.617  4.521
H  -0.497  -3.282  -0.276
O  -0.841  -0.931  -1.493
O  1.997  3.089  -3.677
H  -1.365  -0.071  4.095
H  -1.141  2.144  -3.312
C  0.109  -1.531  4.324
H  -0.777  -0.010  -1.780
O  -1.381  -1.937  0.968
H  -2.062  -1.633  0.359
C  0.263  -1.221  -0.641
H  0.501  -2.667  1.016

Calculated values
SMILES   OCCO.OCCO.OCCO
HOMO energy   -9.64 eV
LUMO level   0.44 eV
Kohn-Sham gap   0.3705 Eh
Energy above the lowest of the compared OMol25 structures with the same formula, charge and spin   162.1 kJ/mol


No. 3
The following is a DFT calculation (ωB97M-V/def2-TZVPD) of a structure of composition C42H48NP2Sb2Ti.

Atoms and positions in Å:
C  -2.292  -1.286  2.255
H  1.513  3.897  -1.966
H  1.970  -2.627  3.205
C  -3.239  -3.346  3.060
Sb  1.764  -2.536  0.546
C  -1.969  3.424  -1.263
H  -3.491  -4.384  2.974
C  -3.229  -1.421  4.481
H  1.532  3.765  -0.235
C  0.469  -3.011  -2.390
H  3.576  0.541  -3.338
N  -2.439  0.596  0.202
C  -1.645  4.685  -1.785
H  4.023  -2.806  -0.942
C  2.518  -2.017  2.452
P  -1.996  0.583  -1.417
H  0.126  -0.673  3.533
H  -4.394  -0.987  -0.837
H  3.112  -1.364  -1.411
C  0.246  0.328  3.231
C  -5.937  0.064  -3.705
H  -6.455  -1.307  -2.045
Ti  -0.260  -1.237  -1.133
H  -4.085  -3.271  5.028
H  -2.760  -3.038  -1.841
H  2.590  -0.942  2.715
C  -4.541  -0.427  -1.725
H  1.777  -5.261  0.121
H  3.714  2.213  -2.784
C  2.924  0.864  0.687
H  4.972  1.695  2.040
C  4.472  -1.239  0.399
C  -0.937  4.794  -2.959
C  -3.517  1.356  0.765
H  -2.080  -1.282  -3.681
H  -0.687  5.775  -3.361
H  -0.524  -4.185  -0.796
H  3.299  -4.717  0.940
C  -4.926  0.821  -4.231
C  3.517  -1.924  -0.526
C  -3.754  1.078  -3.509
H  7.442  -1.826  1.894
H  1.837  -4.920  1.832
H  -3.973  1.885  -0.063
C  -1.761  -2.805  -2.034
H  1.506  -3.272  -2.319
C  6.298  -0.012  2.110
C  -3.592  0.423  -2.238
H  -2.480  3.399  -0.316
H  -4.234  0.826  1.386
Sb  1.923  1.232  -1.219
C  -5.723  -0.599  -2.464
C  3.636  1.196  -2.478
H  -2.369  -3.164  1.112
C  5.630  -1.933  0.828
H  0.021  3.693  -4.551
H  -0.599  1.508  -3.647
P  -1.363  -0.379  1.038
C  5.178  0.666  1.701
H  7.051  0.495  2.666
C  1.149  2.519  3.666
C  -0.021  -2.071  -3.351
C  -0.419  0.776  2.118
H  -3.118  2.118  1.413
C  -0.586  3.630  -3.646
C  -1.396  -1.932  -3.127
H  2.165  0.323  1.234
C  -1.575  2.267  -1.937
H  5.805  -2.983  0.505
C  6.530  -1.312  1.695
C  -3.524  -2.737  4.269
H  -2.434  0.344  3.658
H  1.522  0.795  4.914
C  2.003  3.370  -1.144
H  0.519  -1.471  -4.089
C  4.247  0.091  0.831
C  -0.262  2.135  1.744
H  3.049  3.670  -1.111
H  -6.860  -0.117  -4.216
H  2.925  1.860  1.163
C  1.038  1.194  4.011
C  -2.574  -2.648  2.058
H  1.719  3.154  4.304
H  -3.075  1.826  -3.888
H  -2.042  5.514  -1.239
H  0.528  4.088  2.293
H  3.516  -2.373  2.513
C  -2.642  -0.696  3.504
H  -0.792  2.490  0.894
H  4.575  0.919  -1.901
C  0.490  3.005  2.524
C  2.200  -4.609  0.862
C  -0.613  -3.453  -1.590
H  -3.567  -0.964  5.452
C  -0.849  2.410  -3.151
H  -5.018  1.263  -5.222

Calculated values
Net charge   +1
HOMO energy (alpha / beta)   -9.47 / -10.47 eV
Spin multiplicity   3
LUMO level (alpha / beta)   -2.11 / -2.22 eV
Kohn-Sham gap (alpha / beta)   0.2705 / 0.3029 Eh
Energy above the lowest of the compared OMol25 structures with the same formula, charge and spin   0.0 kJ/mol


No. 4
The following is a DFT calculation (ωB97M-V/def2-TZVPD) of a structure of composition C27H25ClMnN5O8.

Atoms and positions in Å:
C  -3.609  0.449  2.585
N  -3.575  2.574  -0.168
H  -5.532  6.022  -2.423
H  -4.776  -2.062  -2.051
H  -3.669  -0.249  3.420
H  -5.540  -1.367  2.102
O  -1.401  -3.204  4.915
N  0.439  0.613  3.139
C  -5.050  5.674  -1.517
H  0.676  0.460  5.239
C  -0.744  -2.109  5.247
C  2.010  1.641  0.572
O  -0.212  -0.301  -1.698
H  -0.655  5.644  0.941
C  0.019  2.948  0.245
C  -0.370  -1.176  4.136
H  0.901  1.478  2.892
O  -1.173  -1.794  0.602
N  -0.101  -0.142  2.172
C  -4.268  6.109  0.714
H  2.724  4.942  0.583
H  -3.417  4.421  1.735
O  2.043  -0.613  -2.434
C  -4.539  -1.554  -1.125
C  -3.846  4.792  0.812
N  -2.040  0.870  0.147
Cl  1.024  -1.188  -1.668
N  -1.359  3.105  0.045
H  -2.873  -0.472  -1.950
C  -0.591  -1.234  2.762
C  -3.907  -0.253  1.287
Mn  -0.347  -0.024  0.236
H  -0.367  5.591  -0.803
C  -1.233  -2.209  1.816
O  -1.741  -3.231  2.235
H  -5.200  3.928  -3.472
H  -4.340  1.240  2.773
C  -4.006  3.934  -0.271
C  0.632  1.707  0.357
H  -4.252  1.840  -0.334
C  0.771  4.134  0.321
H  -6.095  -2.510  0.000
H  3.827  2.740  0.812
C  -4.811  3.404  -2.602
H  -1.685  4.049  -0.106
C  -3.172  -0.027  0.122
H  2.507  0.686  0.659
C  -3.482  -0.663  -1.076
C  -5.276  -1.804  0.024
C  -4.962  -1.159  1.209
C  -4.619  4.353  -1.453
C  -2.311  2.164  0.014
H  -4.146  6.778  1.555
H  -2.620  0.906  2.592
O  -0.452  -1.823  6.375
H  0.843  6.273  0.272
C  2.758  2.801  0.656
H  -3.872  2.924  -2.885
O  0.688  -2.499  -2.004
O  1.325  -1.063  -0.203
C  2.137  4.035  0.526
C  -4.871  6.548  -0.455
C  0.108  5.477  0.176
H  -1.571  -3.290  3.943
C  0.301  0.021  4.329
H  -5.213  7.570  -0.538
H  -5.521  2.611  -2.353

Calculated values
Net charge   +1
HOMO energy (alpha / beta)   -12.10 / -12.08 eV
Spin multiplicity   4
LUMO level (alpha / beta)   -5.31 / -4.73 eV
Kohn-Sham gap (alpha / beta)   0.2495 / 0.2704 Eh